[1]
Below is C50H37BrF4MnN5O2PS as an isolated structure in a non-equilibrium geometry, with properties calculated with ωB97M-V/def2-TZVPD.

For the HOMO energy (alpha / beta), the calculation gives -6.110 / -6.360 eV. The multiplicity is 6. Its charge is 0. The expectation value of S² is 8.857. The value obtained for the HOMO-LUMO gap (alpha / beta) is 5.847 / 5.975 eV.

Each line ends with the Löwdin spin population.
Geometry (Å):
Mn  0.59354  -0.26782  -0.06298  4.522
F  8.54694  0.39988  -1.28198  0.000
C  7.30404  0.23448  -0.81468  0.000
C  7.06164  0.19238  0.56312  0.001
F  8.08284  0.28698  1.42572  0.000
C  5.76824  0.05268  1.02902  0.002
F  5.60264  0.01438  2.35792  0.001
C  4.65524  -0.07252  0.18272  0.012
P  2.95484  -0.12292  0.90282  0.048
C  3.03094  1.45378  1.83662  0.002
C  2.64604  2.58118  1.11232  0.001
C  2.67564  3.83218  1.69772  0.000
C  3.11804  3.97488  3.00292  0.000
C  3.50574  2.85778  3.72492  0.000
C  3.44814  1.59728  3.15562  0.001
C  3.22164  -1.40642  2.17202  0.004
C  2.45364  -1.38752  3.33512  0.003
C  2.63194  -2.36132  4.30032  0.000
C  3.54634  -3.38412  4.10142  0.003
C  4.26124  -3.44582  2.91572  0.000
C  4.10084  -2.46442  1.95552  0.003
C  4.93554  -0.07592  -1.19698  0.001
Br  3.58504  -0.34542  -2.48368  0.003
C  6.22594  0.08188  -1.68058  0.000
F  6.44494  0.07728  -3.00038  0.000
H  2.30484  2.46928  0.09142  0.000
H  2.35144  4.69308  1.13162  0.000
H  3.16074  4.95418  3.45742  0.000
H  3.85394  2.96288  4.74252  0.000
H  3.73904  0.74168  3.74492  0.000
H  1.72484  -0.59922  3.47452  0.000
H  2.05634  -2.32262  5.21582  0.000
H  3.70954  -4.12572  4.87052  0.000
H  4.95644  -4.25292  2.74042  0.000
H  4.66514  -2.51142  1.03272  0.000
C  2.01664  -3.24812  -1.03508  0.008
C  0.96404  -2.66042  -1.91758  0.023
C  0.42474  -3.46562  -2.92858  -0.001
C  -0.40576  -2.92202  -3.87108  0.013
C  -0.59576  -1.52582  -3.87848  0.000
C  -1.29706  -0.87132  -4.90718  0.008
C  -1.40286  0.49838  -4.91038  -0.001
C  -0.81646  1.25248  -3.90148  0.012
C  -0.14776  0.64028  -2.85098  0.007
S  0.60684  1.60428  -1.63138  0.073
C  -0.03976  -0.77532  -2.80728  0.009
N  0.64174  -1.37122  -1.77438  0.024
H  2.91444  -3.42622  -1.63048  0.001
H  1.69424  -4.20212  -0.62518  0.000
H  2.26484  -2.54892  -0.23468  0.004
H  0.68074  -4.51342  -2.95148  0.000
H  -0.87686  -3.52542  -4.63168  0.001
H  -1.72536  -1.46812  -5.69848  0.001
H  -1.93936  1.00058  -5.70248  0.000
H  -0.87576  2.33008  -3.91268  0.002
C  -5.31706  2.87338  -5.97838  -0.001
O  -4.42216  3.40858  -5.03578  -0.012
C  -4.80336  3.41708  -3.72738  -0.025
C  -3.86566  3.91658  -2.81698  0.005
C  -4.13846  3.93368  -1.47558  -0.020
C  -5.36736  3.44398  -0.98338  0.008
C  -6.33446  3.02338  -1.90958  -0.027
C  -6.04326  2.98488  -3.25588  0.002
N  -5.63676  3.36738  0.34542  -0.086
N  -4.74226  3.34898  1.24292  0.041
C  -3.59716  2.67728  1.28202  -0.016
C  -2.58106  3.10398  2.16592  0.043
C  -1.33486  2.53148  2.19492  0.002
C  -1.00696  1.45358  1.34502  0.057
O  0.15384  0.87008  1.31742  0.115
C  -2.04326  0.94128  0.49642  0.012
N  -1.70766  -0.13892  -0.25978  0.049
C  -2.65936  -0.75042  -0.93728  0.001
C  -3.99266  -0.36372  -0.89048  0.012
C  -4.34076  0.76538  -0.17428  -0.005
C  -3.35516  1.47908  0.50782  0.012
H  -4.83856  2.98308  -6.95028  0.000
H  -6.26816  3.41588  -5.98388  0.000
H  -5.50906  1.81278  -5.78318  0.000
H  -2.92156  4.28348  -3.18748  0.001
H  -3.41786  4.33848  -0.78078  -0.001
H  -7.29666  2.68458  -1.55248  -0.001
H  -6.79116  2.61938  -3.94148  0.001
H  -2.79396  3.95828  2.78842  0.001
H  -0.57696  2.92678  2.85532  -0.001
H  -2.35736  -1.60732  -1.52298  0.000
H  -4.74026  -0.93592  -1.41478  0.001
H  -5.37276  1.07088  -0.11358  -0.001
C  -1.93866  -4.70512  4.49972  0.000
C  -1.27276  -3.81402  3.50812  0.000
C  -0.05286  -4.11422  2.91672  0.001
C  0.48314  -3.25322  1.97442  0.003
N  -0.09776  -2.12102  1.58272  0.036
C  -1.25246  -1.82342  2.17792  0.003
C  -1.87126  -2.62352  3.11662  0.001
H  -1.24696  -5.42572  4.92482  0.000
H  -2.74646  -5.24712  4.00882  0.000
H  -2.38036  -4.11782  5.30152  0.000
H  0.48394  -5.01002  3.18802  0.000
H  1.43534  -3.49442  1.52832  0.000
H  -1.71956  -0.89152  1.91312  0.000
H  -2.81246  -2.30972  3.54232  0.000

Atoms 1-2, force components in eV/Å:
Mn 0.376 -1.239 -1.074
F -0.521 -0.113 0.209

***

[2]
Below is C50H38AuBrF3N3O2Sb as an isolated structure in a non-equilibrium geometry, with properties calculated with ωB97M-V/def2-TZVPD.

For the HOMO energy, the calculation gives -9.985 eV. The multiplicity is 1. Its charge is +1. The value obtained for the HOMO-LUMO gap is 5.188 eV.

Each line ends with the Mulliken charge.
Geometry (Å):
Au  -0.06852  -0.62705  -0.67799  -0.473
C  -0.04101  -4.14775  -1.94000  -0.723
O  0.14081  -3.46926  -0.70415  -0.139
C  0.65718  -4.18362  0.33372  0.383
C  1.02331  -5.51775  0.26016  -0.390
C  1.54710  -6.13115  1.39418  -0.507
Br  2.03876  -7.95128  1.28793  -0.185
C  1.72232  -5.45023  2.57596  -0.903
C  1.35764  -4.10308  2.64927  0.693
C  0.81789  -3.48638  1.53587  -0.367
O  0.45386  -2.14237  1.57253  -0.204
C  1.59261  -3.38160  3.90970  0.326
N  1.91733  -3.95977  5.03160  -0.774
C  2.12694  -2.92042  5.92286  -0.153
C  2.50546  -2.96113  7.26527  -0.773
C  2.67377  -1.76082  7.92337  -0.664
C  2.47378  -0.53246  7.26992  -1.021
C  2.09120  -0.47193  5.94481  -0.383
C  1.91610  -1.68850  5.29070  1.282
N  1.56901  -2.01403  3.99787  0.524
H  0.91090  -4.51566  -2.32820  0.429
H  -0.45499  -3.41251  -2.62390  -0.160
H  -0.73971  -4.97913  -1.82994  0.409
H  0.91355  -6.08197  -0.65194  0.532
H  2.13822  -5.92369  3.45249  0.638
H  -0.34166  -2.04308  2.11728  0.111
H  2.66577  -3.90971  7.75955  0.482
H  2.97103  -1.75806  8.96344  0.395
H  2.63020  0.38722  7.81825  0.463
H  1.95004  0.47912  5.44338  0.479
H  1.30173  -1.39896  3.25197  -0.086
C  -0.96017  3.88998  -4.22687  -0.992
C  -0.29861  4.62832  -3.06675  -0.380
C  0.21919  3.70909  -2.05393  0.238
N  0.63520  2.99502  -1.25766  -0.369
H  -1.33463  4.60821  -4.95515  0.400
H  -1.79642  3.28285  -3.87749  0.262
H  -0.24174  3.23951  -4.71866  0.258
H  -1.00436  5.29664  -2.57054  0.270
H  0.53208  5.24211  -3.41712  0.323
F  -3.69912  6.17916  1.58149  -0.328
C  -2.89063  5.11182  1.50861  0.276
C  -1.85839  4.99491  2.41930  -0.656
C  -1.02582  3.88859  2.33571  -0.235
C  -1.22765  2.92644  1.35203  0.279
C  -2.27611  3.07486  0.45006  -0.810
C  -3.12403  4.16966  0.52444  -0.555
Sb  -0.01158  1.20457  1.28704  1.133
C  1.84275  1.97000  1.94587  0.013
C  2.26702  3.23649  1.55080  -0.479
C  3.48806  3.73615  1.97722  -0.720
C  4.27493  2.94955  2.79695  0.134
F  5.45393  3.43030  3.21347  -0.331
C  3.89159  1.68530  3.20107  -0.724
C  2.66592  1.20501  2.76687  -0.316
C  -0.69064  0.31825  3.10124  0.169
C  -0.27960  0.72765  4.36746  -0.401
C  -0.81582  0.15423  5.51147  -0.761
C  -1.77639  -0.82901  5.37039  0.215
F  -2.29226  -1.39072  6.46988  -0.361
C  -2.22711  -1.25190  4.13371  -0.774
C  -1.67807  -0.66429  3.00240  -1.179
H  -1.72058  5.75557  3.17548  0.483
H  -0.21536  3.78941  3.04868  0.391
H  -2.44240  2.33039  -0.32114  0.533
H  -3.95447  4.30049  -0.15598  0.479
H  1.64728  3.84310  0.90350  0.319
H  3.83492  4.71755  1.68420  0.477
H  4.54039  1.10004  3.83909  0.560
H  2.36407  0.21600  3.08265  0.727
H  0.48278  1.49118  4.47487  0.807
H  -0.49279  0.44596  6.50172  0.491
H  -2.98878  -2.01728  4.07266  0.500
H  -2.04389  -0.97611  2.02643  0.760
C  -0.47896  -0.68582  -2.62383  0.926
C  -0.76677  -0.54977  -3.81870  -0.835
C  -1.12351  -0.44194  -5.13502  1.035
C  -2.52449  -0.57834  -5.50667  0.684
C  -2.89600  -1.04727  -6.77462  -0.235
C  -4.23303  -1.20605  -7.08957  -0.846
C  -5.20876  -0.88370  -6.15558  -0.399
C  -4.85264  -0.42416  -4.89182  -0.726
C  -3.51964  -0.28612  -4.56224  -0.500
C  -0.08245  -0.18855  -6.12650  0.541
C  -0.35498  0.54213  -7.29158  -0.261
C  0.66030  0.81834  -8.18878  -0.837
C  1.94549  0.34873  -7.94745  -0.427
C  2.22734  -0.37483  -6.79455  -0.692
C  1.22476  -0.62835  -5.87884  -0.517
H  -2.13651  -1.33238  -7.48917  0.594
H  -4.51586  -1.58907  -8.06039  0.417
H  -6.25416  -1.00104  -6.40931  0.404
H  -5.61770  -0.18309  -4.16668  0.419
H  -3.22687  0.06136  -3.57962  0.562
H  -1.34917  0.93120  -7.46349  0.601
H  0.45239  1.40128  -9.07572  0.426
H  2.73431  0.55315  -8.65952  0.416
H  3.23038  -0.73435  -6.61041  0.427
H  1.43321  -1.17944  -4.97142  0.459

Atoms 1-2, force components in eV/Å:
Au -0.269 1.009 0.068
C 0.020 -0.011 0.060

***

How do the records compare in ΔE to the lowest compared entry with this formula, charge and spin? In the order shown, they have 185.9 72.8 kJ/mol.